1.
DFT (wB97M-V/def2-TZVPD) results for H3O3P3 as an isolated structure in a non-equilibrium geometry.

XYZ file:
```
9
Properties=species:S:1:pos:R:3:nbo_charge:R:1
O 0.263 -2.275 -1.245 -1.236
O -0.421 -1.063 1.024 -1.215
O 2.073 -1.672 0.381 -1.231
P -0.639 1.167 0.936 0.085
P 0.818 0.889 -0.731 -0.366
P 0.696 -1.377 -0.055 2.244
H -1.929 1.026 0.445 -0.058
H -0.695 2.639 0.917 -0.184
H -0.165 0.666 -1.671 -0.038
```

Output
* net charge: -2
* electronic energy: -1251.608542 Eh
* HOMO level: 0.41 eV
* energy above the lowest of the compared OMol25 structures with the same formula, charge and spin: 0.000 eV
* HOMO-LUMO gap: 0.2619 hartree

=====

2.
DFT (wB97M-V/def2-TZVPD) results for a 2-piece molecular cluster, H3O4PS overall in a non-equilibrium geometry.

XYZ file:
```
9
Properties=species:S:1:pos:R:3:nbo_charge:R:1
O -1.509 0.526 -0.421 -0.935
O -0.240 -0.745 1.138 -0.969
O 0.371 -1.284 -1.199 -1.053
O 2.169 -0.115 0.322 -0.883
P 0.685 -0.406 -0.093 2.242
S 1.440 1.498 0.140 0.097
H 0.139 -0.288 1.957 0.521
H -1.483 -0.351 -0.725 0.495
H -1.572 1.165 -1.120 0.485
```

Output
* electronic energy: -1042.316566 Eh
* HOMO level: -9.80 eV
* energy above the lowest of the compared OMol25 structures with the same formula, charge and spin: 1.280 eV
* HOMO-LUMO gap: 0.3342 hartree
* SMILES: O=[P@@]1(O)OS1.O

=====

3.
DFT (wB97M-V/def2-TZVPD) results for one molecule with the formula H3O4PS in a non-equilibrium geometry.

XYZ file:
```
9
Properties=species:S:1:pos:R:3:nbo_charge:R:1
O -1.088 0.406 -1.525 -0.439
O 0.340 -1.208 1.592 -0.954
O 0.283 1.202 0.896 -0.958
O -1.104 -0.510 -0.443 -0.529
P 0.434 -0.307 0.300 1.959
S 1.768 -0.466 -1.103 -0.570
H -0.308 0.155 -1.962 0.467
H -0.494 -1.015 2.053 0.524
H 0.170 1.744 0.192 0.499
```

Output
* electronic energy: -1042.292131 Eh
* HOMO level: -9.89 eV
* energy above the lowest of the compared OMol25 structures with the same formula, charge and spin: 1.945 eV
* HOMO-LUMO gap: 0.3724 hartree
* SMILES: OOP(O)(O)=S

=====

4.
DFT (wB97M-V/def2-TZVPD) results for a 2-piece molecular cluster, H3O4PSi overall in a non-equilibrium geometry.

XYZ file:
```
9
Properties=species:S:1:pos:R:3:nbo_charge:R:1
O -1.501 0.618 -1.522 -1.141
O -1.326 1.390 0.785 -1.162
O -1.911 -1.842 0.672 -1.219
O 2.153 -0.216 -1.290 -1.326
Si 1.359 0.352 -0.120 1.209
P -0.922 0.392 -0.213 1.822
H -1.086 -2.191 0.295 0.404
H 1.298 1.689 0.237 -0.281
H 1.936 -0.192 1.154 -0.304
```

Output
* net charge: -2
* electronic energy: -933.621574 Eh
* HOMO level: -0.48 eV
* energy above the lowest of the compared OMol25 structures with the same formula, charge and spin: 2.216 eV
* HOMO-LUMO gap: 0.2742 hartree